No. 1
Here is a molecular structure, C33H51IrN3O2SSi3 at a distorted geometry from OMol25. Energies are from ωB97M-V with the def2-TZVPD basis set.

Geometry as XYZ:
```
94
Properties=species:S:1:pos:R:3:forces:R:3
Ir 0.95199 0.47035 0.77706 0.003 1.095 -0.123
C 4.59897 3.14118 2.55616 -0.002 -0.033 0.054
Si 3.69182 1.80634 1.63715 0.162 0.022 -0.004
C 4.02161 0.23461 2.56010 0.032 -0.072 -0.086
C 4.26644 1.74739 -0.12492 -0.037 0.061 -0.007
N 1.81820 2.01407 1.48216 -0.324 -0.782 -0.271
C 1.11640 3.18639 1.59170 -0.151 0.311 0.031
C 1.69621 4.39826 2.04626 -0.118 -0.129 -0.102
C 0.96860 5.55540 2.10523 -0.056 0.045 -0.005
C -0.37160 5.56743 1.70231 0.055 -0.063 0.013
C -0.98762 4.40764 1.27442 -0.064 0.119 -0.009
C -0.25977 3.23282 1.23744 0.196 -0.041 0.081
O -0.78492 2.04515 0.84721 -0.017 -0.214 0.008
C -2.18971 1.86676 0.78732 -0.202 0.068 0.100
C -2.71085 1.35282 -0.37894 0.137 -0.080 -0.076
C -4.07322 1.09166 -0.44381 -0.064 0.011 0.056
C -4.88546 1.35797 0.64904 0.045 0.011 0.010
C -4.33492 1.88163 1.81348 -0.024 -0.009 -0.078
C -2.97486 2.13313 1.89578 0.090 0.121 -0.035
H 5.61358 2.74015 2.65302 -0.001 -0.007 0.007
H 4.23466 3.30409 3.57154 -0.019 0.053 -0.017
H 4.69375 4.09136 2.03325 -0.030 0.016 -0.008
H 5.10504 0.09245 2.48603 0.004 0.004 0.041
H 3.55568 -0.66160 2.15483 0.066 0.080 0.013
H 3.78272 0.32421 3.62122 -0.044 -0.027 -0.004
H 5.35854 1.79453 -0.12603 0.002 0.011 0.042
H 3.90718 2.60249 -0.70176 -0.009 -0.018 -0.022
H 3.97978 0.83241 -0.63946 -0.028 -0.043 -0.041
H 2.71901 4.41239 2.35817 0.197 -0.033 0.036
H 1.43823 6.46322 2.45648 -0.017 0.005 0.002
H -0.93816 6.48820 1.72867 0.008 0.010 -0.007
H -2.02407 4.41617 0.97169 -0.005 -0.013 -0.008
H -2.05877 1.14769 -1.21782 -0.075 0.018 0.092
H -4.50015 0.69084 -1.35325 -0.004 -0.005 -0.013
H -5.94706 1.16145 0.59506 -0.006 -0.001 0.000
H -4.96659 2.08913 2.66623 -0.002 -0.001 0.011
H -2.53753 2.52814 2.80343 -0.002 -0.019 -0.009
C -0.43817 -1.78879 0.05684 0.274 -0.147 0.021
Si 0.84321 -2.30525 1.35648 0.124 -0.287 0.494
C 2.52961 -2.58917 0.58995 -0.050 -0.037 -0.099
C 0.33076 -3.85722 2.23723 -0.110 -0.062 -0.214
C 0.82584 -0.75722 2.41864 -0.161 -0.207 0.343
Si -0.61904 -0.49141 3.63298 0.170 0.017 0.015
C -0.36089 -1.64508 5.07623 -0.013 0.079 0.056
C -2.28004 -0.84735 2.84946 -0.031 -0.080 0.029
C -0.44394 1.24871 4.30580 -0.083 0.017 -0.006
H -0.38395 -2.42296 -0.83167 0.078 0.145 -0.039
H -0.36040 -0.74394 -0.31821 -0.278 0.031 -0.177
H -1.43268 -1.86598 0.49099 -0.034 0.077 0.044
H 2.45329 -3.36212 -0.18097 0.052 0.003 0.013
H 3.22015 -2.96695 1.34859 -0.017 0.012 0.005
H 2.99040 -1.70500 0.13927 -0.034 -0.014 -0.024
H 0.38461 -4.70392 1.54700 0.006 -0.004 0.017
H -0.69135 -3.80239 2.60898 -0.038 -0.001 0.073
H 0.99762 -4.07461 3.07260 -0.001 0.035 0.019
H 1.70523 -0.70628 3.07163 0.062 0.104 -0.289
H -0.40443 -2.69666 4.80477 0.009 -0.104 -0.041
H -1.14486 -1.47066 5.81851 -0.003 0.006 -0.009
H 0.59323 -1.45746 5.57356 0.012 -0.017 -0.024
H -2.43921 -1.92889 2.83527 -0.015 -0.015 -0.026
H -2.39728 -0.47046 1.83325 -0.028 -0.016 0.064
H -3.08440 -0.41781 3.45289 0.047 -0.033 -0.017
H 0.48028 1.31343 4.88608 0.008 0.001 -0.002
H -1.26691 1.47868 4.98810 0.024 0.016 -0.004
H -0.40508 2.03012 3.54700 -0.023 0.017 -0.021
C 1.01775 -3.56416 -4.84222 -0.011 0.003 0.022
C 1.22597 -3.37637 -3.34143 -0.054 0.044 -0.030
C 1.59128 -1.94724 -2.96056 0.113 -0.001 0.042
N 0.45379 -1.05809 -3.22733 0.017 -0.024 -0.047
C 0.22476 0.12046 -2.71915 0.021 0.247 -0.119
S 1.34391 0.87905 -1.60084 0.321 -0.174 0.143
N -0.80039 0.89221 -3.15498 0.016 -0.005 -0.006
C -1.63654 0.76896 -4.33694 0.043 -0.070 -0.009
O -1.88494 1.78109 -4.92140 -0.012 -0.011 0.043
C -2.14456 -0.57468 -4.69352 0.015 0.007 0.011
C -2.34050 -0.86322 -6.04320 0.001 0.023 0.005
C -2.84945 -2.09777 -6.41180 -0.006 -0.008 0.015
C -3.18581 -3.02841 -5.43713 0.011 0.009 -0.002
C -3.01284 -2.73305 -4.08898 -0.012 -0.019 0.013
C -2.48571 -1.50962 -3.71302 -0.032 0.027 -0.023
H 0.77944 -4.60231 -5.06653 0.014 -0.004 -0.004
H 1.91565 -3.29722 -5.40061 -0.004 0.008 -0.004
H 0.18744 -2.96656 -5.23207 -0.008 0.004 -0.001
H 2.03412 -4.02327 -2.99837 0.012 -0.005 -0.003
H 0.32351 -3.68461 -2.80608 0.007 0.003 0.092
H 2.43353 -1.60767 -3.56969 0.023 0.032 0.073
H 1.87154 -1.84777 -1.91184 -0.081 -0.046 -0.107
H -0.16684 -1.36822 -3.96864 -0.043 -0.028 0.024
H -0.72350 1.86277 -2.87222 0.019 -0.012 -0.005
H -2.09486 -0.11581 -6.78620 0.001 -0.003 0.001
H -2.99519 -2.32992 -7.45760 0.000 -0.001 -0.003
H -3.59519 -3.98653 -5.72781 -0.001 -0.004 0.000
H -3.30237 -3.45313 -3.33544 -0.001 -0.004 0.001
H -2.35876 -1.27066 -2.66215 -0.015 0.002 0.006
```
Positions in Å, forces in eV/Å.

Max |F|, Eh/bohr: 0.0214
Total charge: +2
Expectation value of S²: 0.796
Spin multiplicity: 2
Orbital gap (alpha / beta), eV: 5.80 / 5.90

No. 2
Here is a molecular structure, C33H52As3F18N7O3 at a distorted geometry from OMol25. Energies are from ωB97M-V with the def2-TZVPD basis set.

Geometry as XYZ:
```
116
Properties=species:S:1:pos:R:3:forces:R:3
C 0.34423 -1.71144 -5.18599 0.481 0.425 0.373
C -1.03858 -1.92333 -4.51603 0.454 -2.134 -0.706
O -1.61481 -2.97009 -4.32855 1.488 2.614 -0.488
N -1.83887 -0.66726 -4.11470 0.074 -1.121 -0.313
H -2.12080 -0.96896 -3.19297 -1.010 0.011 0.674
H -1.30273 0.17531 -3.96398 0.611 0.141 -0.170
C -2.99085 -0.41835 -5.08263 1.151 -0.323 0.420
H 0.99695 -2.57682 -5.30074 -1.024 -0.708 -0.027
H 1.06039 -1.08241 -4.65730 -0.720 0.472 0.806
H 0.32329 -1.22151 -6.15945 -0.758 -0.137 -0.182
H -3.47527 -1.37100 -5.29683 -0.105 0.217 0.279
H -2.43358 -0.08801 -5.95923 -0.711 0.366 -0.219
H -3.64050 0.31930 -4.61153 -0.008 -0.131 -0.407
C 5.85469 2.21293 -6.47886 -0.139 -0.195 1.395
C 5.92497 1.21933 -5.28441 3.261 -1.984 -2.747
O 6.82488 0.38454 -5.25832 -3.017 2.316 1.067
N 4.76883 1.09816 -4.33344 0.574 -0.877 0.715
H 4.21785 1.94376 -4.29500 0.156 0.599 0.338
H 4.11505 0.41009 -4.67874 -0.134 -0.449 -0.609
C 5.17226 0.51049 -2.89688 -0.614 0.794 -1.838
H 6.26774 1.69403 -7.34386 -0.545 -0.211 -0.001
H 6.54939 3.04526 -6.36605 0.003 0.063 0.533
H 4.85510 2.63283 -6.59114 0.042 -0.141 -0.375
H 4.22322 0.65570 -2.38080 0.665 0.078 0.782
H 6.05957 1.10960 -2.69228 -0.316 -0.420 0.937
H 5.35350 -0.55129 -3.06380 0.284 0.276 0.190
C 0.41049 0.21217 3.01753 0.022 -0.189 0.714
C -0.94493 -0.43582 2.84764 1.441 -2.092 -0.880
O -1.13307 -1.61350 3.02742 -0.845 2.672 -0.262
N -2.03400 0.45447 2.10679 -0.075 -1.628 1.511
H -1.99324 1.39847 2.46359 0.338 0.425 -0.095
H -1.69325 0.42414 1.15649 -0.014 -0.002 -0.953
C -3.44019 -0.04593 2.30129 -0.458 0.259 0.100
H 0.36026 1.04421 3.71988 0.029 0.177 -0.106
H 0.95886 0.48824 2.11687 -0.711 0.285 -0.368
H 1.07723 -0.54180 3.43597 -0.274 -0.067 0.298
H -3.76166 0.34226 3.26776 0.051 -0.249 0.047
H -3.50903 -1.13328 2.26906 0.363 0.214 -0.104
H -4.11773 0.36466 1.55265 0.347 -0.060 -0.183
C -4.28060 7.93383 5.49862 -0.007 0.247 0.954
N -3.47888 7.35176 4.42555 -2.777 0.084 -1.526
C -4.15568 7.01189 3.23949 2.403 0.004 0.275
C -3.43524 6.52458 2.13883 -2.316 0.987 2.023
C -2.06451 6.34158 2.26970 2.125 -0.252 -0.633
C -1.42531 6.80915 3.46208 -0.605 -0.636 0.084
C -2.15970 7.31726 4.51059 1.452 -1.045 -0.721
C -1.24076 5.73488 1.20702 -0.054 0.190 0.903
C -0.31058 4.66471 1.46903 -0.254 0.233 -0.159
C 0.26240 4.02695 0.43239 -0.168 0.366 -2.060
N 0.05258 4.46859 -0.89727 0.921 -0.737 -0.297
C -0.67568 5.57653 -1.17875 -1.157 0.534 1.798
C -1.31608 6.21063 -0.12808 -0.364 -0.553 -0.529
C 0.64741 3.70244 -2.03323 -0.553 0.449 1.000
H -4.07432 7.48607 6.47076 0.259 -0.347 -0.174
H -5.34533 7.77673 5.32610 0.217 0.277 -0.235
H -4.00898 8.98278 5.61711 -0.379 0.093 -0.251
H -5.22397 7.17043 3.24500 0.061 -0.115 0.023
H -4.09729 6.23684 1.33554 0.589 -0.121 -0.517
H -0.35746 6.68183 3.56147 0.030 0.231 0.022
H -1.69554 7.59780 5.44453 -0.102 0.233 0.026
H -0.07847 4.26728 2.44605 -0.222 0.225 0.257
H 0.86063 3.12895 0.47840 0.181 0.085 0.265
H -0.81352 5.85514 -2.21305 0.249 0.118 0.043
H -1.95396 7.07148 -0.26396 0.105 0.075 -0.508
H 0.83806 4.33622 -2.89930 0.159 0.325 0.355
H -0.10112 2.98314 -2.36552 0.376 -0.476 0.161
H 1.57143 3.28330 -1.63499 -0.168 -0.400 -0.488
C -3.53342 -5.15901 5.58513 0.159 -0.327 0.134
N -2.53716 -5.09003 4.50980 1.516 -0.623 -0.192
C -2.85531 -4.50911 3.34188 1.819 -0.694 -0.080
C -1.89834 -4.55761 2.30856 -2.948 1.665 -1.324
C -0.72227 -5.16718 2.34048 2.577 -1.692 2.094
C -0.35059 -5.68491 3.62550 -1.536 -0.140 1.165
C -1.29226 -5.70931 4.70654 0.188 1.421 -3.058
C 0.23797 -5.13413 1.17747 0.759 0.824 0.956
C -0.08614 -5.33307 -0.16380 -0.019 -0.339 -0.528
C 0.89661 -5.18625 -1.11467 1.642 -0.131 1.030
N 2.18169 -4.83925 -0.74099 -1.757 0.542 -1.677
C 2.47421 -4.46519 0.50242 0.260 -1.057 -0.424
C 1.53670 -4.69758 1.49046 -0.288 0.240 0.025
C 3.08183 -4.52535 -1.88379 0.020 0.325 -0.200
H -3.99515 -6.13918 5.46607 -0.442 0.239 0.265
H -4.22379 -4.32156 5.48431 -0.046 -0.313 0.032
H -3.02573 -5.11622 6.54873 -0.083 0.065 -0.105
H -3.82338 -4.04115 3.24062 0.029 0.015 -0.036
H -2.06983 -4.04562 1.37322 -0.911 0.141 0.073
H 0.64605 -6.04752 3.82954 -0.032 -0.330 -0.053
H -1.08121 -6.15866 5.66568 -0.123 0.126 0.022
H -1.04427 -5.66637 -0.53435 -0.278 0.131 0.303
H 0.81792 -5.38926 -2.17249 -0.499 -0.005 0.102
H 3.49115 -4.11611 0.60428 0.128 0.336 0.635
H 1.81551 -4.44772 2.50349 -0.031 -0.008 0.047
H 2.84417 -5.14428 -2.74897 0.072 -0.415 0.403
H 4.13531 -4.61355 -1.61827 -0.218 0.050 0.145
H 2.82937 -3.51452 -2.20409 0.340 0.186 0.301
As 5.82713 -1.37268 0.88397 1.327 0.601 0.159
F 6.12158 0.32093 0.27148 -0.580 -1.852 0.729
F 6.73439 -1.17052 2.37507 -0.574 0.160 -1.192
F 5.51371 -3.04717 1.27677 -0.403 0.058 0.105
F 4.83055 -1.68143 -0.58850 0.454 0.485 0.658
F 7.32839 -1.91951 0.06732 -1.675 0.755 0.413
F 4.37744 -0.86207 1.83128 0.848 -0.314 -1.283
As 1.14916 -0.58182 -1.22643 1.037 -0.410 -0.174
F 1.94016 -1.58512 0.02032 -1.225 1.349 -1.217
F 0.07296 -1.94233 -1.68239 0.741 1.123 0.783
F 0.31572 0.28908 -2.57828 0.479 -0.037 1.067
F 2.22264 0.86615 -0.94914 -1.505 -1.798 -0.305
F 2.30768 -1.19032 -2.43328 -0.599 0.577 0.622
F -0.01423 0.10916 -0.02544 0.765 -0.620 -1.053
As -3.94289 -2.35013 -0.95323 -2.763 -2.841 0.189
F -2.48864 -1.54853 -0.32680 -0.963 0.035 -0.268
F -5.13544 -1.28056 -0.02188 2.221 -0.934 -1.292
F -5.34266 -3.33250 -1.51211 1.545 1.580 0.496
F -2.92187 -3.50805 -1.89193 -0.491 1.431 1.323
F -3.92254 -3.43651 0.50674 0.427 1.150 -1.013
F -3.99855 -1.30845 -2.38037 0.276 -0.090 0.962
```
Positions in Å, forces in eV/Å.

Max |F|, Eh/bohr: 0.0915
Total charge: +3
Expectation value of S²: 0.768
Spin multiplicity: 2
Orbital gap (alpha / beta), eV: 4.32 / 8.35